Molecular formula: C31H50AsN2O4PRuSSi3
Method: DFT, ωB97M-V/def2-TZVPD

XYZ file:
```
94
Properties=species:S:1:pos:R:3:mulliken_charge:R:1
Ru 0.240 -0.474 -0.427 0.821
N 0.904 -2.788 1.739 -0.205
C -0.395 -3.135 1.994 0.702
C -0.879 -3.098 3.309 -0.772
C -2.189 -3.434 3.598 -0.512
C -3.056 -3.815 2.582 -0.932
C -2.582 -3.840 1.277 -0.510
C -1.272 -3.501 0.953 0.826
C -0.827 -3.568 -0.469 0.928
C -1.058 -4.764 -1.156 -0.447
C -0.718 -4.904 -2.492 -0.713
C -0.139 -3.833 -3.156 -0.833
C 0.098 -2.650 -2.469 -0.108
C -0.227 -2.469 -1.115 -1.054
H 1.543 -2.629 2.497 0.249
H 1.296 -2.874 0.818 0.088
H -0.205 -2.788 4.100 0.350
H -2.534 -3.391 4.624 0.386
H -4.085 -4.072 2.797 0.360
H -3.250 -4.112 0.468 0.452
H -1.507 -5.596 -0.624 0.453
H -0.904 -5.840 -3.006 0.357
H 0.123 -3.917 -4.206 0.418
H 0.526 -1.813 -3.014 0.283
O -0.420 0.111 3.052 -0.415
C 0.874 0.086 2.739 -0.343
N 1.315 0.209 1.452 0.289
S 2.938 -0.055 1.415 0.962
O 3.246 -1.323 0.772 -0.633
O 3.668 1.077 0.890 -0.771
C 3.131 -0.209 3.144 -0.075
C 4.271 -0.416 3.889 -0.516
C 4.142 -0.567 5.266 -0.784
C 2.862 -0.512 5.863 -0.592
C 1.723 -0.303 5.126 -0.486
C 1.842 -0.138 3.724 0.093
H 5.241 -0.463 3.410 0.467
H 5.018 -0.730 5.879 0.383
H 2.781 -0.639 6.936 0.383
H 0.748 -0.262 5.595 0.546
C 4.063 -1.762 -2.190 -1.175
P 3.269 -0.190 -2.536 1.345
C 4.525 1.083 -2.371 -1.063
C 2.813 -0.244 -4.280 -1.035
O 2.095 0.081 -1.661 -0.506
H 4.902 -1.937 -2.866 0.432
H 3.320 -2.553 -2.308 0.246
H 4.392 -1.757 -1.151 0.268
H 5.414 0.847 -2.958 0.448
H 4.769 1.161 -1.311 0.261
H 4.107 2.036 -2.699 0.281
H 3.694 -0.321 -4.920 0.427
H 2.252 0.658 -4.524 0.187
H 2.164 -1.103 -4.449 0.313
C -1.261 2.545 1.753 -0.196
Si -1.773 0.897 2.440 0.363
C -2.673 -0.203 1.248 0.127
C -2.839 1.095 3.962 -1.384
H -0.852 3.183 2.540 0.499
H -2.110 3.056 1.292 0.228
H -0.505 2.404 0.980 -0.559
H -2.817 -1.188 1.697 -0.119
H -2.172 -0.333 0.283 -0.501
H -3.661 0.222 1.044 0.641
H -3.782 1.591 3.721 0.368
H -2.327 1.685 4.725 0.297
H -3.070 0.114 4.385 0.296
C 0.821 3.782 -3.715 -1.104
Si 0.155 3.352 -1.998 0.513
C -0.993 4.775 -1.524 -1.118
C 1.619 3.410 -0.822 -0.614
As -0.832 1.252 -2.061 -0.246
Si -3.099 1.667 -2.148 0.514
C -3.958 -0.008 -2.193 -0.980
C -3.918 2.680 -0.780 -0.783
C -3.520 2.555 -3.762 -1.204
H 1.267 4.782 -3.728 0.354
H 0.026 3.745 -4.464 0.262
H 1.589 3.065 -4.015 0.163
H -0.442 5.720 -1.577 0.395
H -1.357 4.655 -0.502 0.246
H -1.857 4.852 -2.187 0.214
H 2.282 4.242 -1.082 0.449
H 2.196 2.484 -0.844 -0.270
H 1.296 3.557 0.210 0.289
H -3.791 -0.570 -1.272 0.166
H -3.564 -0.607 -3.017 0.276
H -5.036 0.109 -2.334 0.338
H -3.797 2.216 0.199 -0.030
H -4.990 2.766 -0.984 0.415
H -3.504 3.688 -0.730 0.309
H -3.174 1.966 -4.614 0.289
H -3.035 3.532 -3.818 0.251
H -4.600 2.706 -3.859 0.326
```

Multiplicity: 6
Energy in hartree: -5560.6138
Total charge: -1
Orbital gap (spin up / spin down) in eV: 5.41 / 6.77



Molecular formula: C27H38N7ORuS3Sb
Method: DFT, ωB97M-V/def2-TZVPD

XYZ file:
```
78
Properties=species:S:1:pos:R:3:mulliken_charge:R:1
Ru -0.614 0.030 -0.035 0.267
C 0.616 -3.834 -1.559 -1.827
C 0.272 -2.378 -1.460 0.935
N 0.242 -1.798 -0.307 0.697
N 0.728 -2.511 0.776 -0.773
C 1.087 -1.746 1.731 0.555
S 0.845 -0.006 1.716 -0.499
S 1.794 -2.346 3.195 -0.075
C 2.437 -3.967 2.683 -1.121
C 3.703 -3.856 1.888 0.326
C 4.914 -3.607 2.528 -0.416
C 6.084 -3.492 1.795 -0.608
C 6.056 -3.624 0.413 -0.408
C 4.853 -3.876 -0.230 -0.625
C 3.683 -3.992 0.507 0.209
C 0.079 -1.610 -2.679 0.219
C -0.200 -2.232 -3.905 -0.500
C -0.170 -1.536 -5.092 -1.037
C 0.204 -0.193 -5.083 -0.297
C 0.500 0.448 -3.900 -0.463
C 0.406 -0.228 -2.670 0.857
O 0.634 0.438 -1.563 -1.143
H 0.526 -4.326 -0.598 0.420
H 1.636 -3.948 -1.931 0.312
H -0.038 -4.322 -2.279 0.527
H 1.654 -4.504 2.154 0.363
H 2.612 -4.475 3.633 0.519
H 4.941 -3.503 3.606 0.387
H 7.021 -3.304 2.303 0.384
H 6.970 -3.537 -0.159 0.388
H 4.828 -3.988 -1.306 0.391
H 2.740 -4.195 0.013 0.280
H -0.442 -3.285 -3.937 0.322
H -0.401 -2.036 -6.022 0.455
H 0.266 0.355 -6.016 0.435
H 0.805 1.487 -3.886 0.478
C -0.175 4.002 4.541 -1.294
C -0.976 2.816 4.165 0.928
N -1.654 2.069 4.969 -0.814
N -2.204 1.111 4.170 0.306
C -1.889 1.237 2.884 0.267
S -2.427 0.215 1.642 -0.349
N -1.106 2.356 2.863 0.358
N -0.566 2.911 1.714 -0.675
H -0.212 4.119 5.621 0.365
H -0.565 4.908 4.075 0.316
H 0.863 3.877 4.233 0.299
H -2.750 0.366 4.571 0.194
H -0.850 3.881 1.634 0.263
H 0.446 2.827 1.723 0.259
C -5.052 -3.186 -0.958 -1.688
C -4.426 -2.291 -2.035 2.070
C -3.844 -3.135 -3.178 -1.552
C -5.451 -1.281 -2.569 -1.641
C -3.318 -1.541 -1.433 -0.659
N -2.435 -0.962 -0.989 0.307
H -5.861 -3.762 -1.407 0.413
H -5.463 -2.592 -0.142 0.408
H -4.319 -3.881 -0.549 0.386
H -4.652 -3.697 -3.647 0.460
H -3.105 -3.843 -2.804 0.326
H -3.376 -2.504 -3.934 0.358
H -6.300 -1.826 -2.981 0.425
H -5.020 -0.668 -3.361 0.344
H -5.814 -0.630 -1.774 0.393
C -2.903 2.419 -3.195 -1.217
Sb -1.917 2.311 -1.300 0.874
C -0.372 3.749 -1.637 -1.507
C -3.237 3.559 -0.164 -1.287
H -3.090 3.467 -3.425 0.382
H -3.849 1.881 -3.169 0.362
H -2.260 1.984 -3.958 0.351
H -0.614 4.678 -1.122 0.463
H -0.283 3.957 -2.702 0.479
H 0.574 3.349 -1.276 0.306
H -2.941 4.601 -0.281 0.411
H -3.207 3.276 0.887 0.225
H -4.262 3.448 -0.515 0.452
```

Multiplicity: 2
Energy in hartree: -3039.6526
Total charge: +1
Orbital gap (spin up / spin down) in eV: 7.63 / 6.81



Molecular formula: C33H24F10IIrN8O2
Method: DFT, ωB97M-V/def2-TZVPD

XYZ file:
```
79
Properties=species:S:1:pos:R:3:mulliken_charge:R:1
Ir 0.858 -0.508 -0.205 0.274
O -3.381 -2.191 -0.316 -0.744
C -3.869 -1.337 0.604 0.510
C -5.186 -1.545 1.018 -0.804
C -5.758 -0.714 1.954 -0.314
C -5.037 0.347 2.508 -0.967
C -3.738 0.553 2.114 -0.617
C -3.126 -0.278 1.158 0.273
C -1.729 -0.050 0.798 1.113
O -1.215 -0.775 -0.164 -0.277
N -1.048 0.872 1.472 -1.374
N 0.234 0.892 1.058 1.251
C 1.148 1.642 1.564 -0.968
C 2.494 1.447 1.028 1.139
C 3.571 2.238 1.393 -1.030
C 4.816 1.990 0.835 -0.522
C 4.957 0.949 -0.068 -1.266
C 3.851 0.179 -0.382 0.073
N 2.651 0.421 0.144 0.228
H -2.477 -1.901 -0.534 0.271
H -5.733 -2.368 0.580 0.505
H -6.781 -0.888 2.262 0.412
H -5.494 0.995 3.243 0.448
H -3.154 1.360 2.534 0.495
H 0.932 2.370 2.333 0.538
H 3.422 3.042 2.100 0.571
H 5.665 2.601 1.107 0.456
H 5.911 0.719 -0.520 0.509
H 3.900 -0.674 -1.044 0.429
C -0.671 0.262 -2.699 -1.516
N 0.704 0.422 -2.157 0.750
C 1.622 -0.371 -3.047 -0.844
C 1.478 -1.850 -2.778 -1.081
N 1.723 -2.011 -1.361 0.819
C 2.001 -3.279 -0.879 -0.787
C 2.870 -3.474 0.201 0.219
F 3.477 -2.408 0.767 -0.419
C 3.155 -4.713 0.738 0.228
F 3.987 -4.809 1.775 -0.332
C 2.600 -5.855 0.186 0.638
F 2.882 -7.054 0.685 -0.299
C 1.748 -5.718 -0.893 0.242
F 1.180 -6.793 -1.432 -0.301
C 1.449 -4.460 -1.391 0.131
F 0.538 -4.393 -2.378 -0.366
C 1.114 1.862 -2.320 -0.778
C 0.059 2.939 -2.119 -1.526
N -0.375 3.145 -0.760 0.035
C -1.373 3.993 -0.521 -0.082
C -2.206 4.681 -1.460 0.957
F -2.012 4.542 -2.772 -0.302
C -3.246 5.492 -1.074 -0.082
F -3.999 6.091 -1.986 -0.269
C -3.524 5.686 0.275 0.754
F -4.522 6.464 0.640 -0.273
C -2.735 5.062 1.237 -0.110
F -2.984 5.266 2.524 -0.290
C -1.699 4.252 0.847 0.213
F -0.952 3.711 1.799 -0.285
H -0.700 0.648 -3.721 0.432
H -1.387 0.791 -2.079 0.407
H -0.942 -0.788 -2.707 0.282
H 2.640 -0.044 -2.839 0.394
H 1.384 -0.119 -4.084 0.561
H 2.218 -2.394 -3.374 0.521
H 0.496 -2.199 -3.116 0.442
H 1.421 1.973 -3.365 0.519
H 1.993 2.034 -1.700 0.133
H -0.775 2.746 -2.794 0.594
H 0.513 3.867 -2.492 0.662
I -1.121 -4.800 3.642 0.157
C -0.047 -3.215 2.899 -1.306
C 0.768 -2.344 3.592 -0.086
N 1.255 -1.468 2.700 0.008
N 0.812 -1.734 1.463 0.424
C 0.011 -2.791 1.570 -0.078
H 1.045 -2.306 4.631 0.529
H 1.919 -0.727 2.850 0.099
H -0.472 -3.206 0.701 0.656
```

Multiplicity: 2
Energy in hartree: -3260.8644
Total charge: +1
Orbital gap (spin up / spin down) in eV: 6.29 / 5.83



Molecular formula: C6H11N
Method: DFT, ωB97M-V/def2-TZVPD

XYZ file:
```
18
Properties=species:S:1:pos:R:3:mulliken_charge:R:1
C 0.353 0.357 -2.372 -1.345
C 0.163 1.073 -1.027 -0.284
N 1.457 -1.550 1.210 -0.435
C 0.911 -0.974 0.069 -0.147
C 0.090 0.133 0.160 0.426
C -0.941 0.164 1.207 -0.242
C -2.031 0.925 1.083 -0.844
H -0.164 -0.607 -2.415 0.359
H -0.122 0.845 -3.224 0.399
H 1.402 0.215 -2.618 0.302
H 0.985 1.774 -0.883 0.309
H -0.758 1.648 -1.143 0.159
H 1.338 -2.551 1.319 0.233
H 1.172 -1.085 2.062 0.234
H 0.826 -1.668 -0.759 0.258
H -0.589 -0.094 2.199 0.137
H -2.679 1.035 1.943 0.271
H -2.193 1.527 0.203 0.211
```

Energy in hartree: -289.8750
SMILES: C=C/C(=C\N)CC
Orbital gap in eV: 8.11



Molecular formula: C4H9ClN3
Method: DFT, ωB97M-V/def2-TZVPD

XYZ file:
```
17
Properties=species:S:1:pos:R:3:mulliken_charge:R:1
C -0.823 0.000 -1.626 0.321
C -0.435 -1.497 0.083 -0.443
C -0.718 -1.277 -1.291 -0.363
C -0.117 0.244 2.035 -0.719
N -0.553 0.788 -0.134 -0.458
N -0.404 -0.141 0.683 0.551
N 1.273 1.492 -0.659 -0.663
Cl -1.121 0.943 -2.913 -0.102
H -1.121 -2.259 0.491 0.346
H 0.550 -1.917 0.368 0.317
H -0.940 -2.124 -1.936 0.435
H 0.500 1.172 1.986 0.255
H -1.044 0.345 2.547 0.316
H 0.307 -0.687 2.458 0.328
H 1.773 1.766 0.262 0.287
H 1.083 2.355 -1.285 0.312
H 1.791 0.796 -1.070 0.279
```

Energy in hartree: -781.8955
Total charge: +1
Orbital gap in eV: 9.70



Molecular formula: C39H49BrIN5O5P
Method: DFT, ωB97M-V/def2-TZVPD

XYZ file:
```
101
Properties=species:S:1:pos:R:3:mulliken_charge:R:1
C -1.464 -0.015 5.496 -1.306
C -1.603 -0.535 4.060 -0.185
N -1.653 0.580 3.078 -0.254
C -0.588 0.588 2.123 -0.255
C 0.492 1.454 2.299 -0.261
I 0.383 2.712 3.979 -0.001
C 1.564 1.511 1.388 1.481
P 3.048 2.636 1.391 0.198
O 2.281 4.034 1.779 -0.452
Br 4.016 2.046 3.336 -0.229
C 1.492 0.660 0.280 0.097
C 0.418 -0.216 0.098 -0.120
C -0.624 -0.275 1.013 0.324
C -1.802 -1.193 0.820 -1.261
C -3.057 -0.451 0.296 -0.401
C -3.453 -0.860 -1.104 0.137
O -3.725 -0.082 -1.977 -0.564
O -3.560 -2.222 -1.272 -0.532
C 0.439 -1.054 -1.155 -0.057
O 0.203 -2.243 -1.133 -0.634
C 0.837 -0.287 -2.372 0.299
C 1.933 0.552 -2.171 0.987
C 2.427 1.305 -3.213 -1.259
C 1.800 1.275 -4.456 1.083
C 2.419 2.119 -5.547 -0.710
C 3.396 1.299 -6.420 -0.546
C 4.733 0.990 -5.740 -0.566
N 5.469 -0.145 -6.307 -0.691
C 0.660 0.477 -4.653 0.707
C -0.040 0.536 -6.003 -1.630
C -1.240 1.470 -6.032 0.327
C -2.522 1.026 -5.723 0.326
C -3.603 1.888 -5.720 -1.020
C -3.435 3.221 -6.053 -0.411
C -2.171 3.671 -6.401 -0.888
C -1.091 2.807 -6.386 -0.510
C 0.193 -0.354 -3.613 0.843
C -0.987 -1.291 -3.758 -0.273
C -0.935 -2.343 -4.880 -1.572
C 0.463 -2.880 -5.178 0.195
C 0.424 -3.915 -6.305 -0.637
N 1.719 -4.036 -6.984 -0.582
C 2.529 0.623 -0.809 -1.202
O 3.716 0.623 -0.593 -0.559
H -0.410 0.038 5.766 0.237
H -2.034 -0.614 6.206 0.361
H -1.845 1.004 5.515 0.341
H -0.762 -1.179 3.802 0.300
H -2.531 -1.100 3.970 0.398
H -2.523 0.548 2.567 0.295
H 2.516 4.335 2.665 0.316
H -2.015 -1.690 1.764 0.428
H -1.551 -1.993 0.135 0.784
H -2.952 0.631 0.311 0.541
H -3.911 -0.724 0.924 0.397
H -2.818 -2.554 -1.793 0.411
H 3.290 1.939 -3.053 0.619
H 1.652 2.523 -6.198 -0.519
H 2.948 2.944 -5.070 0.649
H 2.902 0.362 -6.690 0.213
H 3.579 1.878 -7.327 0.481
H 4.572 0.794 -4.681 0.284
H 5.378 1.865 -5.828 0.355
H 5.635 0.039 -7.290 0.293
H 4.873 -0.965 -6.271 0.217
H 0.668 0.913 -6.738 0.733
H -0.333 -0.451 -6.346 0.323
H -2.712 -0.013 -5.499 0.155
H -4.587 1.523 -5.458 0.424
H -4.274 3.902 -6.065 0.396
H -2.036 4.704 -6.689 0.397
H -0.128 3.205 -6.674 0.302
H -1.095 -1.839 -2.829 -0.077
H -1.883 -0.676 -3.843 0.121
H -1.532 -3.194 -4.541 0.589
H -1.427 -2.002 -5.792 0.428
H 0.801 -3.392 -4.274 0.356
H 1.162 -2.079 -5.420 -0.066
H 0.166 -4.883 -5.872 0.306
H -0.370 -3.652 -7.012 0.328
H 1.608 -4.220 -7.971 0.239
H 2.255 -3.185 -6.890 0.208
C -0.531 0.946 13.311 -1.422
C -1.599 0.087 12.665 -0.206
N -1.153 -0.523 11.399 0.128
C -1.916 -1.380 10.637 -0.637
C -1.186 -1.694 9.541 -0.256
N 0.012 -1.028 9.651 0.109
C 0.007 -0.330 10.783 -0.153
C 1.113 -1.061 8.684 -0.864
H -0.227 1.768 12.661 0.400
H -0.931 1.377 14.225 0.361
H 0.351 0.361 13.572 0.394
H -2.486 0.679 12.441 0.348
H -1.895 -0.725 13.328 0.357
H -2.900 -1.674 10.957 0.466
H -1.393 -2.322 8.693 0.480
H 0.817 0.282 11.135 0.453
H 2.007 -1.461 9.156 0.351
H 1.303 -0.054 8.322 0.384
H 0.828 -1.693 7.850 0.299
```

Energy in hartree: -5378.3829
Total charge: +1
Orbital gap in eV: 7.40



What relative energy (zero: lowest compared OMol25 entry of this formula, charge and spin) values result from the calculations? In sequence: 0.000, 1.666, 0.283, 2.630, 2.352, 0.000 eV.